[1]
ORCA calculation (ωB97M-V with the def2-TZVPD basis set) on the molecule C3H5N3.

- LUMO energy (hartree) = 0.0260
- E_tot (eV) = -7661.22453
- molecular weight (g/mol) = 83.09
- relative energy (zero: lowest compared OMol25 entry of this formula, charge and spin) (kJ/mol) = 118.8
- Kohn-Sham gap (eV) = 10.769

```
11
Properties=species:S:1:pos:R:3:forces:R:3
C -1.36558 -0.22801 -0.04138 -0.063 -0.068 -0.060
N 0.01735 -0.11303 0.41513 0.272 0.019 -0.205
C 0.65426 1.10071 0.50410 0.123 0.127 -0.083
N 1.83173 1.06856 -0.04384 -0.183 0.112 0.277
N 2.00421 -0.20412 -0.56061 0.001 -0.304 0.290
C 0.93169 -0.87233 -0.27279 0.359 -0.078 0.137
H -1.76716 -1.21879 0.18408 0.099 0.135 -0.007
H -1.26722 -0.10049 -1.12736 -0.911 0.108 0.222
H -2.00153 0.52735 0.42990 0.201 -0.117 -0.217
H 0.21702 1.95560 1.00460 0.043 -0.093 -0.173
H 0.74522 -1.91545 -0.49185 0.059 0.159 -0.182
```
Positions in Å, forces in eV/Å.

---

[2]
ORCA calculation (ωB97M-V with the def2-TZVPD basis set) on a cluster of 3 separate species, C5H10N2O in total.

- LUMO energy (spin up / spin down) (hartree) = 0.0211 / 0.0212
- E_tot (eV) = -10368.79211
- molecular weight (g/mol) = 114.15
- relative energy (zero: lowest compared OMol25 entry of this formula, charge and spin) (kJ/mol) = 628.4
- Kohn-Sham gap (spin up / spin down) (eV) = 7.882 / 7.887

```
18
Properties=species:S:1:pos:R:3:forces:R:3
C 0.89144 -0.38766 -2.01594 -2.093 0.061 0.513
C 1.51250 0.93930 -2.31089 0.139 0.281 0.114
N -0.46407 -0.21689 -0.51244 3.136 -0.445 -5.411
C -1.32367 -0.42863 1.69849 1.725 0.172 0.432
C 0.45289 -0.13858 0.36685 -2.610 0.499 5.089
C -1.66529 0.42932 2.65610 -0.364 -0.049 -0.212
O -1.88900 -1.65944 1.51130 0.004 0.000 0.076
N 1.50024 0.26980 0.85093 0.021 -0.042 -0.878
H -2.60957 -1.81046 2.15101 0.154 0.146 -0.192
H -0.95587 -1.10216 -0.57242 -0.025 0.057 0.327
H 1.51252 0.50988 1.83763 -0.073 -0.366 -0.210
H 1.57671 -1.19040 -1.75498 -0.165 0.073 0.329
H 0.14178 -0.71526 -2.73128 0.215 0.024 -0.132
H -1.28609 1.44324 2.66098 0.243 -0.140 0.110
H -2.44760 0.20156 3.38466 -0.041 0.005 -0.073
H 0.76509 1.73558 -2.34699 0.063 -0.102 0.046
H 2.00662 0.92177 -3.29295 -0.139 -0.160 0.089
H 2.28137 1.19904 -1.58006 -0.191 -0.013 -0.015
```
Positions in Å, forces in eV/Å.

---

[3]
ORCA calculation (ωB97M-V with the def2-TZVPD basis set) on a cluster of 3 separate species, C6H15N2O10S3 in total.

- LUMO energy (hartree) = -0.2016
- E_tot (eV) = -62413.18586
- molecular weight (g/mol) = 371.39
- Kohn-Sham gap (eV) = 7.653
- charge = +1

```
36
Properties=species:S:1:pos:R:3:forces:R:3
C 3.66078 -1.43199 -1.48590 -0.027 -0.180 0.012
N 2.25088 -1.39058 -1.07754 -0.096 0.195 -0.010
C 1.32478 -1.50158 -2.17204 0.428 0.018 0.033
S -0.25331 -1.67776 -1.32649 -0.424 0.450 0.215
O -1.23052 -2.05310 -2.51128 0.555 -0.557 -0.266
N -2.84799 -2.28783 -2.06537 -0.051 -0.477 -0.548
O -3.21271 -1.45078 -1.45274 -0.564 0.567 0.720
H 4.26867 -1.06399 -0.66179 -0.038 -0.041 -0.022
H 3.85917 -0.81873 -2.37148 0.018 -0.008 0.047
H 3.95455 -2.46320 -1.68565 -0.014 0.059 -0.046
H 2.06735 -0.55724 -0.52976 0.070 0.086 -0.128
H 1.49064 -2.40928 -2.75546 0.038 0.037 0.053
H 1.23665 -0.64456 -2.85328 -0.094 -0.010 0.083
H 0.00162 -2.85290 -0.71526 0.162 -0.170 -0.113
C -3.07900 1.68201 -1.59348 -0.137 -0.042 0.069
C -3.93565 2.93229 -1.66860 0.085 0.068 -0.148
O -3.43395 3.72928 -0.58349 -0.142 -0.032 0.064
S -1.87159 3.51322 -0.39612 -0.045 -0.048 -0.013
O -1.13701 4.51790 -1.06513 0.109 0.096 -0.081
O -1.62275 3.20493 0.96305 0.024 -0.018 0.166
O -1.77433 2.17040 -1.27291 0.088 -0.102 -0.165
H -3.41144 1.01835 -0.79336 -0.061 0.050 0.012
H -3.02282 1.14557 -2.53851 0.050 0.065 -0.033
H -4.99270 2.74595 -1.50498 0.013 0.046 0.127
H -3.79366 3.46976 -2.60681 0.025 -0.005 0.000
C 1.49490 -0.61738 4.48712 0.147 0.002 0.046
C 1.73143 0.41382 3.40168 -0.138 0.087 0.007
O 1.94931 -0.39720 2.21965 0.165 0.111 0.048
S 1.06611 -1.70983 2.29405 -0.107 -0.050 -0.204
O -0.13665 -1.51820 1.54291 -0.020 -0.031 -0.049
O 1.87796 -2.82835 1.99337 0.107 -0.106 0.004
O 0.70546 -1.63130 3.81847 -0.086 0.079 0.261
H 2.42007 -1.07376 4.83640 0.015 0.001 -0.020
H 0.92456 -0.23595 5.32790 -0.108 -0.061 -0.045
H 2.61177 1.02623 3.56776 0.068 -0.075 -0.079
H 0.85940 1.04581 3.23510 -0.015 -0.002 0.005
```
Positions in Å, forces in eV/Å.

---

[4]
ORCA calculation (ωB97M-V with the def2-TZVPD basis set) on a cluster of 7 separate species, C5H24N2O6 in total.

- LUMO energy (hartree) = 0.0149
- E_tot (eV) = -20839.79345
- molecular weight (g/mol) = 208.26
- relative energy (zero: lowest compared OMol25 entry of this formula, charge and spin) (kJ/mol) = 78.5
- Kohn-Sham gap (eV) = 8.664

```
37
Properties=species:S:1:pos:R:3:forces:R:3
C 0.69302 0.30101 1.47723 0.164 -0.319 0.755
C 0.64048 0.70049 0.00508 0.925 -0.049 -0.226
C -0.75926 0.76841 -0.53323 0.217 1.954 0.051
C -1.30543 1.98519 -0.79816 -0.851 -1.943 -0.167
N -2.50820 2.15691 -1.48427 -0.158 2.049 0.046
C -1.44225 -0.50394 -0.83429 -0.800 -0.786 -0.930
N 2.06133 -0.15765 1.79082 0.594 -0.456 0.228
H 0.41713 1.16606 2.12695 0.405 -0.327 -0.424
H -0.06061 -0.46752 1.71212 0.350 0.117 -0.337
H 1.21376 1.66303 -0.13276 -0.675 -0.915 0.062
H 1.19857 -0.10592 -0.55663 -0.481 0.830 0.523
H -0.82455 2.88214 -0.52748 0.683 0.905 0.172
H -3.05946 3.03039 -1.40135 1.035 -0.908 0.132
H -3.10866 1.39143 -1.59933 -0.617 -1.262 -0.085
H -0.94139 -1.35656 -0.38273 -0.182 0.088 0.286
H -1.42249 -0.76521 -1.91591 -0.158 0.292 0.396
H -2.51186 -0.49086 -0.53733 0.452 -0.195 -0.108
H 2.19674 -0.44428 2.77386 -0.371 0.428 -0.711
H 2.29480 -1.01232 1.23665 -0.635 0.846 0.449
H -2.19117 0.44355 1.34797 -0.084 -0.296 0.883
H -1.92982 0.49433 2.87187 0.045 0.043 0.000
O -2.39522 -0.01347 2.20091 -0.263 0.684 -0.819
H 0.77478 -1.08752 -2.56950 0.348 -0.784 0.075
H 1.52551 -2.42749 -2.84558 0.967 -0.577 -1.078
O 0.92702 -2.02206 -2.25432 -1.191 1.124 0.618
H 1.35406 1.05918 -2.59579 -1.241 -0.804 -0.794
H -0.21783 0.90171 -2.91538 2.298 -0.700 -0.288
O 0.70339 0.50700 -3.11934 -0.999 1.791 0.830
H 1.29451 -2.42106 -0.61092 -0.274 0.151 -1.137
H 0.58699 -2.63275 0.72296 -0.560 -0.110 0.316
O 1.44772 -2.57953 0.31343 0.775 -0.345 1.112
H 3.04394 1.36738 0.93604 -0.077 -0.517 0.328
H 3.73464 2.63533 1.40256 -0.040 -0.120 -0.355
O 3.44388 2.18160 0.59778 0.239 0.595 0.170
H -1.71346 -3.05678 2.39953 -0.051 -0.474 0.223
H -1.81628 -1.64968 1.92483 -0.986 1.891 0.320
O -1.34431 -2.44055 1.77370 1.197 -1.898 -0.515
```
Positions in Å, forces in eV/Å.

---

Question: Which value of E_tot does entry 2 give?
Answer: -10368.79211 eV

---

Question: E_tot of number 2 (C5H10N2O)?
Answer: -10368.79211 eV